Below is a cluster of 2 separate species, C3H7N2OSe in total at a distorted geometry, with properties calculated with the ωB97M-V functional and the def2-TZVPD basis.

Calculated values
Highest occupied orbital energy in eV: -13.24
Energy relative to the best compared isomer or geometry (same formula, charge and spin) in eV: 1.687

ORCA input file:
```
! RIJCOSX wB97M-V def2-TZVPD def2/J DEFGRID3
* xyz 1 1
C 1.27920 -1.12801 -0.55942
C -0.05797 -0.90461 -1.29030
C -0.07358 -0.67217 1.25989
N 1.14555 -1.01735 0.88238
N -0.95460 2.02137 0.09671
O 2.32937 -1.40169 -1.07564
Se -1.39569 -0.54789 0.04748
H -0.13896 -0.17432 -2.04509
H -0.56997 -1.83521 -1.72465
H -0.37033 -0.65299 2.35284
H 1.96662 -1.05227 1.47431
H -1.98425 2.27814 0.09791
H -0.61625 2.80938 -0.50513
H -0.55915 2.27762 0.98871
*
```

Below is the molecule C3H7N2P at a distorted geometry, with properties calculated with the ωB97M-V functional and the def2-TZVPD basis.

Calculated values
Highest occupied orbital energy in eV: -8.78
SMILES: [H]/N=C\C/C=N/P
Energy relative to the best compared isomer or geometry (same formula, charge and spin) in eV: 0.030

ORCA input file:
```
! RIJCOSX wB97M-V def2-TZVPD def2/J DEFGRID3
* xyz 0 1
C 0.11061 0.75600 -0.79485
C 0.53211 -0.08435 0.44185
C -1.08827 1.47955 -0.31068
N -1.21638 2.65817 0.04341
N -0.02459 -1.18035 0.63072
P 0.50233 -2.32369 1.76408
H 0.89576 1.46374 -1.05430
H 1.33994 0.33409 0.93213
H -2.06390 1.00938 -0.13324
H -0.11843 0.03389 -1.57540
H -0.52297 3.32528 0.02203
H 0.95470 -3.15692 0.75945
H -0.66606 -3.12061 1.78299
*
```

Below is the ion C3H7N2S with charge +1 at a distorted geometry, with properties calculated with the ωB97M-V functional and the def2-TZVPD basis.

Calculated values
Highest occupied orbital energy (alpha / beta) in eV: -14.13 / -14.12
Energy relative to the best compared isomer or geometry (same formula, charge and spin) in eV: 4.264

ORCA input file:
```
! RIJCOSX wB97M-V def2-TZVPD def2/J DEFGRID3
* xyz 1 1
C -0.33028 -0.66115 -0.25978
C 0.24771 0.35086 0.71302
C 0.70447 1.57554 -0.06501
N 0.33311 -0.91996 -1.30894
N -1.24865 -1.45755 0.27359
S 2.30918 1.38755 -0.89856
H -0.52981 0.65611 1.42081
H 1.07325 -0.04040 1.23806
H -0.20280 1.74129 -0.73442
H 0.81110 2.28877 0.82139
H 0.00746 -1.41926 -2.22371
H -1.65150 -1.22728 1.19118
H -1.52322 -2.27453 -0.16762
*
```

Below is the ion C3H7N2S with charge +1 at a distorted geometry, with properties calculated with the ωB97M-V functional and the def2-TZVPD basis.

Calculated values
Highest occupied orbital energy in eV: -12.91
SMILES: [NH2+]=CN/C=C/S
Energy relative to the best compared isomer or geometry (same formula, charge and spin) in eV: 1.172

ORCA input file:
```
! RIJCOSX wB97M-V def2-TZVPD def2/J DEFGRID3
* xyz 1 1
C -0.36306 -0.62373 1.57084
C 0.12286 0.90384 -0.17894
C 0.92231 0.59451 -1.16828
N 0.24309 0.46088 1.13254
N -1.21212 -1.28884 0.81348
S 0.40196 1.06331 -2.77282
H -0.28476 -0.97943 2.63391
H -0.82972 1.43517 -0.29096
H -1.14473 -1.12487 -0.13842
H 1.73130 -0.12154 -0.93977
H 0.75468 1.01335 1.84091
H -1.88591 -2.01357 1.10920
H 1.54410 0.68092 -3.61169
*
```

Below is the ion C3H7N2S with charge +1 at a distorted geometry, with properties calculated with the ωB97M-V functional and the def2-TZVPD basis.

Calculated values
Highest occupied orbital energy in eV: -14.10
Energy relative to the best compared isomer or geometry (same formula, charge and spin) in eV: 2.712

ORCA input file:
```
! RIJCOSX wB97M-V def2-TZVPD def2/J DEFGRID3
* xyz 1 1
C 1.00598 0.02317 1.14605
C -0.10599 0.92926 -0.80655
C -0.68889 -0.29860 -1.09287
N 0.25750 1.03008 0.61227
N 1.20207 -1.05529 0.47536
S -1.83671 -0.83615 0.00422
H 1.21189 0.14439 2.15256
H 0.70018 1.18428 -1.46883
H -0.83707 1.80890 -0.97313
H -0.53348 -0.95218 -1.91907
H -0.24849 1.77016 1.20221
H 1.71285 -1.68051 1.02951
H -1.83985 -2.06751 -0.36174
*
```

Below is the ion C3H7N2S with charge +1 at a distorted geometry, with properties calculated with the ωB97M-V functional and the def2-TZVPD basis.

Calculated values
Highest occupied orbital energy (alpha / beta) in eV: -11.77 / -11.77
Energy relative to the best compared isomer or geometry (same formula, charge and spin) in eV: 3.511

ORCA input file:
```
! RIJCOSX wB97M-V def2-TZVPD def2/J DEFGRID3
* xyz 1 1
C 1.53056 0.52933 0.47040
C -1.41670 -0.14919 -0.23697
C 0.78610 -1.62130 -0.29658
N 1.72460 -0.69033 -0.00718
N -2.56008 0.47634 0.05013
S -0.78750 -1.58453 0.23277
H 2.24154 1.27972 0.54353
H 0.65954 0.67643 1.08263
H -0.75884 0.26153 -1.03801
H 1.06372 -2.60146 -0.60668
H 2.53032 -0.54326 -0.56051
H -2.71188 1.46155 -0.26123
H -3.32458 0.01040 0.58375
*
```

Below is the ion C3H7N2S with charge +1 at a distorted geometry, with properties calculated with the ωB97M-V functional and the def2-TZVPD basis.

Calculated values
Highest occupied orbital energy (alpha / beta) in eV: -10.23 / -14.28
Energy relative to the best compared isomer or geometry (same formula, charge and spin) in eV: 2.523

ORCA input file:
```
! RIJCOSX wB97M-V def2-TZVPD def2/J DEFGRID3
* xyz 1 3
C -0.39098 -0.72348 -0.33991
C -0.05830 1.22721 1.97884
C 0.57888 -1.98963 -2.34143
N -0.48534 2.46128 1.58888
N 0.13735 -1.23480 -1.28421
S -1.29034 -0.19355 0.92866
H -0.16958 0.78168 3.02118
H 0.88177 0.80879 1.52848
H 1.58575 -2.43804 -2.00097
H 0.72956 -1.62519 -3.33572
H -0.10318 -2.89197 -2.49789
H -0.12631 2.82006 0.76639
H -1.28927 2.99763 1.98771
*
```

Below is the ion C3H7N2S2 with charge +1 at a distorted geometry, with properties calculated with the ωB97M-V functional and the def2-TZVPD basis.

Calculated values
Highest occupied orbital energy (alpha / beta) in eV: -12.88 / -12.88
SMILES: C/C=[NH+]/C=[N+](\[S-])S
Energy relative to the best compared isomer or geometry (same formula, charge and spin) in eV: 4.135

ORCA input file:
```
! RIJCOSX wB97M-V def2-TZVPD def2/J DEFGRID3
* xyz 1 1
C -0.50040 -1.42374 0.11461
C -0.17443 0.93896 -0.59705
C 0.51327 1.74607 -1.58647
N -0.50572 -1.19147 1.42688
N -0.23951 -0.39415 -0.77975
S 0.04292 0.25160 2.11684
S -0.70596 -2.59610 2.35495
H -0.45253 -2.49017 -0.12085
H -0.39464 1.53607 0.26957
H 1.28682 1.22070 -2.16504
H 1.00657 2.37604 -0.85685
H 0.05123 2.51627 -2.19531
H 0.35093 -0.59370 -1.56579
H -0.27854 -1.89638 3.58426
*
```

Below is the ion C3H7N2S2 with charge +1 at a distorted geometry, with properties calculated with the ωB97M-V functional and the def2-TZVPD basis.

Calculated values
Highest occupied orbital energy (alpha / beta) in eV: -12.81 / -11.47
Energy relative to the best compared isomer or geometry (same formula, charge and spin) in eV: 4.676

ORCA input file:
```
! RIJCOSX wB97M-V def2-TZVPD def2/J DEFGRID3
* xyz 1 1
C 1.55378 -0.58058 -0.15240
C -0.92187 -1.53016 0.46155
C -0.46051 0.64746 -0.55186
N 0.94712 0.56192 -0.26413
N -1.25801 -0.11775 0.47797
S 2.82585 -1.45724 -0.04246
S 1.72373 2.09070 0.26372
H -1.30868 -2.09175 -0.36902
H -0.82324 -2.01213 1.41159
H -0.74938 1.70261 -0.55745
H -0.67665 0.18882 -1.52356
H -2.25566 0.06299 0.28191
H -1.04486 0.25929 1.40876
H 2.44838 2.27581 -0.84465
*
```

Below is the molecule C3H7N3 at a distorted geometry, with properties calculated with the ωB97M-V functional and the def2-TZVPD basis.

Calculated values
Highest occupied orbital energy in eV: -7.82
SMILES: N/N=C\[C@@H]1CN1
Energy relative to the best compared isomer or geometry (same formula, charge and spin) in eV: 4.497

ORCA input file:
```
! RIJCOSX wB97M-V def2-TZVPD def2/J DEFGRID3
* xyz 0 1
C 0.53036 1.03122 -0.13021
C -0.76348 0.43473 -0.62042
C -1.38682 0.01915 0.62518
H 1.19434 -1.38564 -0.02913
H 2.74091 -1.06583 0.39212
H 0.50021 2.12238 -0.05117
H -1.05763 0.91127 -1.60325
H -0.69248 0.32052 1.58415
H -2.46842 0.30241 0.71310
H -1.43208 -1.60733 -0.71929
N 1.82872 -0.71023 -0.09475
N 1.72368 0.55099 0.14412
N -0.71732 -0.92363 -0.21045
*
```

Below is a structure of composition C3H7N3 at a distorted geometry, with properties calculated with the ωB97M-V functional and the def2-TZVPD basis.

Calculated values
Highest occupied orbital energy in eV: -8.60
Energy relative to the best compared isomer or geometry (same formula, charge and spin) in eV: 4.819

ORCA input file:
```
! RIJCOSX wB97M-V def2-TZVPD def2/J DEFGRID3
* xyz 0 1
C 1.62739 -0.71637 -1.11890
C -1.13490 0.79158 1.17166
C -0.34292 1.25750 -0.00931
N 1.57370 -1.98128 -0.76370
N 0.31237 -1.72953 -0.16599
N 0.33762 -0.46730 -0.79437
H 2.37578 -0.11533 -1.58876
H -0.64010 1.04082 2.10949
H -1.25377 -0.29268 1.15391
H -2.13637 1.21850 1.16782
H 0.60535 1.72686 0.18137
H -0.88406 1.61233 -0.86756
H -0.44010 -2.34511 -0.47566
*
```

Below is the molecule C3H7N3 at a distorted geometry, with properties calculated with the ωB97M-V functional and the def2-TZVPD basis.

Calculated values
Highest occupied orbital energy in eV: -8.66
SMILES: [H]/N=C(/N)NC=C
Energy relative to the best compared isomer or geometry (same formula, charge and spin) in eV: 3.039

ORCA input file:
```
! RIJCOSX wB97M-V def2-TZVPD def2/J DEFGRID3
* xyz 0 1
C -0.70188 0.82636 0.61823
C 1.24387 -0.35838 -0.61617
C 0.79896 -1.58311 -1.01210
H -0.70406 -1.27260 0.50622
H -1.85626 -0.30023 1.47820
H -1.01589 2.80557 1.14512
H 0.95780 1.63891 -0.04504
H 2.26713 0.06230 -1.05722
H 1.23854 -2.18147 -1.80926
H -0.17021 -1.68671 -0.69862
N -1.22507 -0.51342 0.47334
N -1.37686 1.81196 1.07086
N 0.54392 0.75082 -0.05357
*
```

Below is the molecule C3H7N3 at a distorted geometry, with properties calculated with the ωB97M-V functional and the def2-TZVPD basis.

Calculated values
Highest occupied orbital energy in eV: -8.13
SMILES: NN1C=NCC1
Energy relative to the best compared isomer or geometry (same formula, charge and spin) in eV: 1.875

ORCA input file:
```
! RIJCOSX wB97M-V def2-TZVPD def2/J DEFGRID3
* xyz 0 1
C -0.20509 -0.87409 0.13282
C -1.55274 -0.26915 -0.14781
C -0.15408 1.48078 0.01913
H 2.30533 0.03927 0.83076
H 2.31384 -0.39459 -0.78958
H 0.00977 -1.38744 1.08890
H 0.05426 -1.73601 -0.61437
H -2.00708 -0.61497 -1.08289
H -2.29709 -0.64849 0.62866
H 0.34764 2.48462 0.03444
N 2.00694 0.35753 -0.12642
N 0.61298 0.35545 0.00479
N -1.43470 1.20708 0.02156
*
```

Below is the molecule C3H7N3 at a distorted geometry, with properties calculated with the ωB97M-V functional and the def2-TZVPD basis.

Calculated values
Highest occupied orbital energy in eV: -8.98
SMILES: N[C@H]1C=NNC1
Energy relative to the best compared isomer or geometry (same formula, charge and spin) in eV: 1.188

ORCA input file:
```
! RIJCOSX wB97M-V def2-TZVPD def2/J DEFGRID3
* xyz 0 1
C -0.78604 0.07054 -0.02222
C 0.42087 0.69683 0.67507
C -0.29481 -1.39452 0.06519
H -1.09833 1.49814 -1.49017
H -0.17549 0.19598 -1.97153
H -1.69256 0.24203 0.54675
H 0.23304 0.78490 1.76257
H 0.58077 1.72309 0.31456
H 2.27539 -0.28024 1.01931
H -0.94758 -2.29826 -0.09409
N -0.99631 0.45962 -1.39416
N 1.51126 -0.20090 0.33656
N 0.96979 -1.49722 0.25217
*
```

Below is a cluster of 2 separate species, C3H7N3 in total at a distorted geometry, with properties calculated with the ωB97M-V functional and the def2-TZVPD basis.

Calculated values
Highest occupied orbital energy in eV: -7.93
Energy relative to the best compared isomer or geometry (same formula, charge and spin) in eV: 6.218

ORCA input file:
```
! RIJCOSX wB97M-V def2-TZVPD def2/J DEFGRID3
* xyz 0 1
C 1.49645 -1.57022 -1.94105
C 2.26058 -0.65642 -2.17783
C -0.84252 -0.74613 0.47183
N 0.63949 0.88874 0.97086
N -0.52946 0.44520 0.92917
N -1.50191 1.19005 1.78373
H 0.66242 -2.09490 -1.62033
H 2.87483 0.02561 -2.63260
H -1.81493 -0.98701 0.17635
H -0.12061 -1.22690 -0.23015
H 0.69210 1.78805 1.37710
H -1.39859 2.09111 1.40203
H -2.41785 0.85283 1.49087
*
```

Below is a cluster of 2 separate species, C3H7N3 in total at a distorted geometry, with properties calculated with the ωB97M-V functional and the def2-TZVPD basis.

Calculated values
Highest occupied orbital energy (alpha / beta) in eV: -19.67 / -19.75
Energy relative to the best compared isomer or geometry (same formula, charge and spin) in eV: 5.913

ORCA input file:
```
! RIJCOSX wB97M-V def2-TZVPD def2/J DEFGRID3
* xyz 2 1
C -0.41470 -0.27602 0.52060
C 1.95896 -0.24246 -0.08664
C -1.67696 -0.04997 -0.03985
N 0.70580 -0.26182 0.04411
N -2.62575 0.71684 0.00825
N 2.70557 0.79391 0.19129
H -0.56027 -0.75488 1.42934
H 2.47232 -1.12767 -0.53953
H -1.69056 -2.10799 -1.14936
H -2.50319 1.54800 0.63042
H -3.34714 0.50278 -0.56717
H 3.47296 0.89777 -0.40045
H 2.26625 1.58716 0.53091
*
```

Below is a cluster of 2 separate species, C3H7N3O in total, with properties calculated with the ωB97M-V functional and the def2-TZVPD basis.

Calculated values
Highest occupied orbital energy in eV: -8.65
Energy relative to the best compared isomer or geometry (same formula, charge and spin) in eV: 2.563

ORCA input file:
```
! RIJCOSX wB97M-V def2-TZVPD def2/J DEFGRID3
* xyz 0 1
C -1.16318 -0.06544 -1.84036
N -0.16335 0.98277 -1.79234
C 0.29700 1.56248 -0.83968
N 0.92189 2.16354 0.05410
C 0.38401 -0.77102 1.11617
O 1.20788 -0.00052 1.82079
N 0.30752 -1.95853 1.72168
H -2.16530 0.37550 -1.83399
H -1.03486 -0.71650 -0.96903
H -1.04103 -0.62782 -2.76850
H 1.26464 0.85498 1.33945
H 0.55418 3.07297 0.31001
H -0.26310 -2.68208 1.31840
H 0.82893 -2.17622 2.56664
*
```